Arrangement A

Below is an isolated molecule of C6H11NO, with properties calculated with the ωB97M-V functional and the def2-TZVPD basis.

Frontier orbital gap in Eh: 0.3778
LUMO level in eV: 0.865
2S+1: 1
HOMO in eV: -9.4
SMILES: C=N[C@](C)(O)C(=C)C
Net charge: 0

Atoms and positions in Å:
O -0.573 -0.622 1.451
N -1.527 0.435 -0.532
C 2.058 0.108 0.719
C 0.917 1.543 -1.009
C -2.629 0.518 0.052
C -0.367 -0.314 0.092
C 0.833 0.562 -0.130
C -0.225 -1.636 -0.667
H -0.565 0.200 1.956
H 2.364 0.928 1.367
H -3.442 1.029 -0.452
H -2.857 0.072 1.027
H 0.631 -2.187 -0.289
H -1.122 -2.229 -0.504
H -0.110 -1.438 -1.728
H 1.834 2.094 -1.140
H 0.066 1.828 -1.603
H 2.886 -0.134 0.056
H 1.827 -0.757 1.334

=====

Arrangement B

Below is an isolated molecule of C6H11NO, with properties calculated with the ωB97M-V functional and the def2-TZVPD basis.

Frontier orbital gap (spin up / spin down) in Eh: 0.2608 / 0.2608
LUMO level (spin up / spin down) in eV: -0.401 / -0.400
2S+1: 1
HOMO (spin up / spin down) in eV: -7.5 / -7.5
Net charge: 0

Atoms and positions in Å:
O -2.577 0.747 -1.163
N -1.704 -0.694 0.881
C -1.436 0.246 -1.417
C -0.745 -0.660 -0.080
C 1.927 -0.756 -0.062
C 0.828 0.765 1.545
C -0.155 0.917 -0.945
C 0.731 0.057 0.392
H 1.771 -1.213 -1.041
H 0.019 1.388 1.902
H 0.657 0.873 -1.662
H 2.819 -0.132 -0.130
H -2.555 -0.208 0.568
H -0.342 -1.556 -0.542
H 2.121 -1.561 0.649
H -1.289 -0.352 -2.333
H -0.378 1.882 -0.512
H 1.752 0.788 2.108
H -1.445 -0.530 1.843

=====

Arrangement C

Below is a 2-piece molecular cluster, C6H11NO overall, with properties calculated with the ωB97M-V functional and the def2-TZVPD basis.

Frontier orbital gap in Eh: 0.3253
LUMO level in eV: 0.874
2S+1: 1
HOMO in eV: -8.0
Net charge: 0

Atoms and positions in Å:
O -2.753 -0.955 -0.115
N -2.587 2.197 -0.197
C -1.582 2.319 0.303
C 2.178 0.861 -0.230
C 0.892 -0.006 -0.641
C -0.569 -1.793 0.297
C -1.484 -1.025 -0.589
C 0.475 -0.778 0.644
H -3.155 -0.095 -0.428
H -1.079 -2.419 1.095
H 2.770 1.156 -1.002
H 1.817 1.717 0.357
H 0.187 0.565 -1.173
H 1.215 -0.769 -1.234
H -0.085 -2.411 -0.482
H 2.692 0.264 0.425
H -0.537 2.566 0.517
H 0.281 0.000 1.461
H 1.324 -1.393 0.990

=====

Which one is most stable, and which one is least stable? arrangement A is the most stable of them, while arrangement B is the least stable.